<one>
23
Properties=species:S:1:pos:R:3:nbo_charge:R:1 method="wB97M-V/def2-TZVPD" lumo_ev=-4.20 molar_mass_g_mol=121.184 total_charge=0
C -0.27 -0.88 0.80 -0.12
C 0.89 -1.12 -0.02 -0.47
C 2.19 -1.15 0.78 -0.61
N 0.35 1.41 1.72 -0.90
N -1.62 -0.65 -0.09 -0.51
C -2.07 0.71 -0.30 -0.10
N -1.24 1.66 -0.94 -0.72
H -0.08 0.03 1.45 0.28
H -0.67 -1.66 1.40 0.26
H 1.14 -0.10 -0.67 0.27
H 0.85 -1.75 -0.89 0.31
H 2.44 -0.15 1.11 0.22
H 2.98 -1.33 0.03 0.22
H 0.56 1.58 2.65 0.37
H 2.11 -1.88 1.55 0.20
H 0.75 2.08 0.95 0.38
H -3.04 0.82 -0.74 0.20
H -2.38 1.13 0.73 0.19
H -0.88 1.52 -1.87 0.42
H -0.46 1.70 -0.25 0.36
H -0.07 -0.53 -3.58 0.41
H -1.50 -1.01 -1.12 0.42
O 0.02 -0.44 -2.70 -1.08


<two>
23
Properties=species:S:1:pos:R:3:nbo_charge:R:1 method="wB97M-V/def2-TZVPD" lumo_ev=0.84 molar_mass_g_mol=121.184 smiles=NCCCNCN.O total_charge=0
C 0.51 0.38 0.76 -0.23
C 0.88 -1.12 1.23 -0.43
C 1.16 -2.02 -0.07 -0.23
N 1.94 -1.37 -1.13 -0.82
N -0.38 0.62 -0.35 -0.69
C -0.38 2.06 -0.68 -0.06
N -1.71 2.55 -1.03 -0.83
H 1.52 0.75 0.41 0.14
H 0.31 1.03 1.64 0.21
H 0.15 -1.65 1.99 0.21
H 1.77 -1.05 1.83 0.20
H 0.10 -2.12 -0.47 0.19
H 1.69 -2.98 0.17 0.21
H 2.91 -1.24 -0.89 0.35
H 1.65 -0.40 -1.18 0.33
H -0.14 0.06 -1.21 0.37
H -0.11 2.75 0.22 0.19
H 0.43 2.19 -1.44 0.18
H -2.35 2.17 -0.43 0.36
H -2.06 2.28 -1.94 0.35
H -2.81 -1.07 1.60 0.46
H -2.17 -0.68 0.32 0.48
O -2.90 -1.16 0.66 -0.95


<three>
23
Properties=species:S:1:pos:R:3:nbo_charge:R:1 method="wB97M-V/def2-TZVPD" lumo_ev=1.00 molar_mass_g_mol=121.184 smiles=CNCCNCN.O total_charge=0
C -1.30 -0.14 0.67 -0.24
N -1.44 1.29 0.26 -0.63
C -1.64 1.47 -1.17 -0.06
N -0.39 1.37 -1.94 -0.89
C 0.00 -0.46 1.37 -0.24
N 1.20 -0.34 0.54 -0.63
C 2.39 -0.62 1.36 -0.41
H -1.44 -0.73 -0.23 0.20
H -2.11 -0.34 1.37 0.19
H -0.59 1.79 0.48 0.34
H -2.26 0.65 -1.51 0.18
H -2.11 2.43 -1.32 0.18
H -0.45 0.62 -2.61 0.38
H -0.05 2.21 -2.38 0.37
H 0.06 0.17 2.26 0.17
H -0.08 -1.49 1.72 0.20
H 1.31 0.64 0.30 0.36
H 2.37 -0.01 2.27 0.17
H 2.37 -1.66 1.68 0.19
H 3.29 -0.43 0.78 0.21
H 0.28 -2.93 -1.20 0.46
H 0.44 -1.39 -1.04 0.50
O 0.15 -2.09 -1.65 -0.98


<four>
23
Properties=species:S:1:pos:R:3:nbo_charge:R:1 method="wB97M-V/def2-TZVPD" lumo_ev=0.47 molar_mass_g_mol=121.184 smiles=NCCCNCN.O total_charge=0
C 0.72 -1.04 0.53 -0.22
C 0.91 -1.29 -0.98 -0.44
C -0.40 -1.76 -1.61 -0.22
N -1.33 -0.84 -2.26 -0.87
N 1.55 0.01 1.17 -0.67
C 0.82 1.14 1.77 -0.06
N 0.70 2.25 0.85 -0.89
H 1.08 -1.98 1.00 0.19
H -0.34 -0.85 0.62 0.20
H 1.64 -2.05 -1.29 0.20
H 1.27 -0.34 -1.36 0.20
H -0.99 -2.26 -0.85 0.18
H -0.22 -2.61 -2.31 0.18
H -0.96 -0.52 -3.14 0.37
H -1.87 -0.27 -1.63 0.37
H 2.37 0.25 0.64 0.36
H -0.20 0.83 2.02 0.19
H 1.27 1.28 2.74 0.18
H -0.13 2.14 0.30 0.38
H 1.56 2.62 0.48 0.37
H -3.06 1.01 0.10 0.48
H -2.26 1.80 1.12 0.48
O -2.22 0.98 0.59 -0.95


Relative energy table, unit kJ/mol: <one> 948.6; <two> 88.9; <three> 0.0; <four> 80.0


<one>
22
Properties=species:S:1:pos:R:3:lowdin_spin:R:1 method="wB97M-V/def2-TZVPD" lumo_ev="0.40 / -2.57" multiplicity=3 molar_mass_g_mol=215.155 total_charge=0
C -2.73 -0.89 -0.63 0.00
C -3.02 0.37 -0.23 0.00
C -1.47 -1.38 -0.43 0.00
C -2.12 1.17 0.46 0.00
C -0.50 -0.54 0.09 0.01
C -0.83 0.72 0.55 0.02
C 0.94 -1.04 0.47 0.04
C 1.90 -0.55 -0.58 0.55
C 1.18 1.97 0.54 0.59
N 3.21 -0.45 -0.30 0.08
O 4.03 -0.44 -1.21 0.17
O 3.59 -0.13 0.84 0.11
O 0.20 1.47 1.24 0.19
F 0.94 -2.40 0.34 0.04
F 0.93 2.45 -0.70 0.13
H -3.58 -1.50 -1.05 0.00
H -4.07 0.72 -0.27 0.00
H -1.00 -2.28 -0.80 0.00
H -2.40 2.13 0.84 0.00
H 1.33 -0.99 1.43 0.00
H 1.44 -0.66 -1.62 0.01
H 2.03 2.25 1.03 0.04


<two>
22
Properties=species:S:1:pos:R:3:lowdin_spin:R:1 method="wB97M-V/def2-TZVPD" lumo_ev="0.04 / -3.58" multiplicity=3 molar_mass_g_mol=215.155 total_charge=0
C 2.96 -0.81 0.18 0.33
C 3.14 0.56 0.26 0.27
C 1.70 -1.34 0.00 0.28
C 2.05 1.41 0.17 0.26
C 0.59 -0.50 -0.09 0.27
C 0.78 0.88 0.00 0.28
C -0.79 -1.05 -0.26 0.04
C -1.81 -0.07 0.32 0.01
C -1.54 1.32 -0.29 0.01
N -3.19 -0.48 -0.06 0.00
O -3.97 -0.70 0.82 0.00
O -3.41 -0.56 -1.25 0.00
O -0.26 1.78 -0.08 0.15
F -0.92 -2.26 0.39 0.01
F -2.37 2.22 0.31 0.00
H 3.81 -1.48 0.24 0.01
H 4.12 0.97 0.40 0.01
H 1.54 -2.40 -0.06 0.02
H 2.16 2.48 0.24 0.01
H -1.03 -1.25 -1.32 0.02
H -1.76 -0.03 1.41 0.00
H -1.81 1.32 -1.36 0.00


Relative energy table, unit kJ/mol: <one> 80.5; <two> 0.0


<one>
16
Properties=species:S:1:pos:R:3:nbo_charge:R:1 method="wB97M-V/def2-TZVPD" lumo_ev=-4.98 molar_mass_g_mol=301.933 total_charge=+1
C -0.49 -2.06 0.76 -0.12
C -0.08 -0.89 1.45 -0.27
C -0.05 -0.90 -1.35 0.08
C -0.44 -2.07 -0.64 -0.21
C 0.39 0.15 0.65 0.30
N 0.43 0.17 -0.64 -0.43
N 0.71 1.52 1.15 -0.72
Br -0.53 2.65 -3.92 -0.09
I -0.91 3.60 -1.60 0.11
H -0.65 -3.01 1.30 0.25
H 0.08 -1.01 2.49 0.25
H -0.05 -0.87 -2.41 0.23
H -0.55 -2.99 -1.07 0.23
H 0.79 2.14 0.31 0.48
H 1.49 1.73 1.88 0.46
H -0.15 1.85 1.63 0.44


<two>
16
Properties=species:S:1:pos:R:3:nbo_charge:R:1 method="wB97M-V/def2-TZVPD" lumo_ev=-4.26 molar_mass_g_mol=301.933 total_charge=+1
C -1.08 0.65 0.92 -0.13
C -0.74 -0.44 0.01 -0.24
C 0.77 1.79 -0.03 0.08
C -0.33 1.76 0.83 -0.24
C 0.35 -0.25 -0.78 0.29
N 1.09 0.79 -0.79 -0.43
N 0.99 -1.38 -1.52 -0.69
Br 5.33 1.25 -0.36 -0.10
I 4.47 -0.85 0.41 0.12
H -1.86 0.54 1.72 0.26
H -1.34 -1.25 -0.10 0.23
H 1.40 2.70 -0.11 0.23
H -0.54 2.77 1.39 0.26
H 0.39 -2.22 -1.51 0.44
H 1.93 -1.68 -1.11 0.47
H 0.98 -1.10 -2.44 0.44


Relative energy table, unit kJ/mol: <one> 0.0; <two> 9.6


<one>
48
Properties=species:S:1:pos:R:3:nbo_charge:R:1 method="wB97M-V/def2-TZVPD" lumo_ev=0.15 molar_mass_g_mol=256.336 total_charge=0
C 2.92 -1.27 0.63 -0.28
O 2.50 -2.56 0.29 -0.73
H 2.29 -0.56 0.09 0.18
H 2.87 -1.10 1.71 0.19
H 3.89 -0.99 0.24 0.15
H 2.63 -3.08 1.08 0.47
C 0.32 -0.57 -0.33 -0.27
O -0.60 -0.15 -1.26 -0.78
H 1.30 -0.20 -0.61 0.13
H 0.13 -0.10 0.63 0.20
H 0.37 -1.66 -0.33 0.20
H -0.72 -0.86 -1.89 0.46
C -1.77 -1.52 1.00 -0.24
O -2.69 -0.49 1.22 -0.73
H -2.19 -2.48 1.31 0.15
H -1.47 -1.54 -0.04 0.18
H -0.95 -1.35 1.70 0.17
H -3.54 -0.79 0.90 0.47
C 0.76 0.26 2.47 -0.28
O 1.49 -0.10 3.63 -0.73
H 0.57 -0.54 1.75 0.17
H -0.21 0.63 2.81 0.18
H 1.35 1.06 2.01 0.19
H 1.04 -0.85 4.03 0.46
C -2.70 1.03 -1.29 -0.26
O -3.69 1.60 -2.16 -0.74
H -1.74 1.14 -1.80 0.21
H -2.53 1.65 -0.42 0.20
H -2.89 0.02 -0.93 0.14
H -3.66 1.16 -3.01 0.45
C -1.79 -1.71 -2.71 -0.32
O -0.49 -1.99 -2.15 -0.71
H -2.38 -2.62 -2.85 0.20
H -2.34 -1.01 -2.08 0.24
H -1.60 -1.25 -3.68 0.19
H -0.03 -2.55 -2.78 0.50
C -0.34 2.36 0.39 -0.28
O -1.10 3.48 0.85 -0.74
H 0.64 2.66 0.02 0.21
H -0.12 1.68 1.21 0.15
H -0.85 1.81 -0.40 0.19
H -1.67 3.22 1.57 0.46
C 3.39 1.82 0.13 -0.25
O 2.29 1.81 -0.73 -0.72
H 3.17 1.29 1.05 0.16
H 4.20 1.33 -0.42 0.17
H 3.59 2.86 0.41 0.19
H 2.34 1.02 -1.26 0.47


<two>
48
Properties=species:S:1:pos:R:3:nbo_charge:R:1 method="wB97M-V/def2-TZVPD" lumo_ev=0.14 molar_mass_g_mol=256.336 smiles=CO.CO.CO.CO.CO.CO.CO.CO total_charge=0
C -3.05 -0.50 -2.44 -0.25
O -3.02 -1.30 -1.27 -0.75
H -4.04 -0.53 -2.90 0.17
H -2.97 0.58 -2.29 0.18
H -2.21 -0.86 -3.03 0.20
H -3.43 -0.81 -0.56 0.48
C 2.97 2.84 -1.59 -0.25
O 4.09 2.79 -0.75 -0.71
H 3.27 3.12 -2.60 0.17
H 2.53 1.85 -1.73 0.18
H 2.21 3.57 -1.29 0.15
H 3.80 3.18 0.07 0.46
C 3.20 -2.67 1.59 -0.24
O 4.50 -2.50 2.16 -0.73
H 2.69 -1.71 1.65 0.18
H 3.34 -2.99 0.56 0.17
H 2.73 -3.47 2.16 0.16
H 4.90 -3.37 2.27 0.46
C -1.98 -3.32 1.13 -0.25
O -1.79 -3.53 -0.28 -0.74
H -1.21 -2.71 1.59 0.14
H -2.90 -2.83 1.45 0.15
H -1.96 -4.26 1.68 0.18
H -2.10 -2.74 -0.72 0.50
C -1.48 1.90 3.63 -0.25
O -1.56 1.05 2.54 -0.74
H -1.99 1.51 4.51 0.17
H -0.43 2.10 3.87 0.17
H -1.95 2.87 3.42 0.18
H -1.12 0.24 2.81 0.48
C 1.24 -1.65 -2.91 -0.23
O 1.48 -0.32 -2.92 -0.75
H 0.21 -1.79 -2.60 0.15
H 1.46 -2.24 -3.80 0.18
H 1.88 -2.06 -2.13 0.14
H 0.95 0.13 -2.27 0.50
C -1.34 3.56 0.17 -0.26
O -2.04 2.32 0.06 -0.76
H -0.33 3.42 0.57 0.18
H -1.25 4.06 -0.79 0.19
H -1.97 4.21 0.77 0.17
H -2.20 1.97 0.94 0.50
C 0.39 -0.13 -0.02 -0.26
O 0.03 0.94 -0.89 -0.79
H 0.90 -0.98 -0.46 0.20
H 0.88 0.25 0.88 0.16
H -0.56 -0.54 0.32 0.16
H -0.78 1.37 -0.59 0.50


Relative energy table, unit kJ/mol: <one> 602.8; <two> 0.0